111
Properties=species:S:1:pos:R:3:forces:R:3:lowdin_charge:R:1 method="wB97M-V/def2-TZVPD" total_charge=+1 homo_energy_ev=-12.035 spin_multiplicity=1
Tl -1.930007 0.616636 -3.592320 0.3715 0.3552 0.0025 1.15
B 0.082806 3.920384 -4.426505 2.1393 -0.6352 -0.7177 -1.26
F -0.254962 5.044584 -5.140645 -0.5818 0.0861 0.2094 0.15
F 0.753249 2.995498 -5.309027 -0.2465 0.3687 0.2589 0.07
F 0.994410 4.246029 -3.384352 -0.3220 0.1366 0.1285 0.08
F -0.973190 3.200603 -3.865277 -0.9333 -0.1639 0.1735 0.02
C 0.300914 -2.355138 -0.238052 1.5592 -0.2546 -0.4498 -0.60
F 0.182680 -3.271521 -1.190768 -1.0181 0.2738 0.3810 0.17
F 0.314598 -2.940667 0.953189 -0.3121 -0.3364 0.1359 0.14
F 1.563193 -1.883701 -0.432454 -0.4756 0.4460 0.0456 0.08
S -1.037665 -1.020625 -0.248697 -2.3438 0.4066 -2.8589 0.64
O -2.113671 -1.626371 -0.992558 0.8370 -0.1123 -0.2030 -0.30
O -1.441042 -0.723471 1.101060 1.3551 0.3562 0.2637 -0.28
N -0.423046 0.191913 -1.242252 -0.6611 -2.7275 2.8014 -0.31
S 0.736868 0.929163 -0.454320 2.6834 1.6364 -1.1359 0.58
O 1.197049 0.425728 0.819444 -1.0605 -0.1831 0.3734 -0.29
O 1.837091 1.187982 -1.357970 -1.0000 0.3518 0.1305 -0.25
C -0.153536 2.519701 -0.101800 0.3457 -0.1321 0.2351 -0.67
F 0.692215 3.383897 0.450917 0.0652 0.2098 -0.2470 0.16
F -0.684700 2.984101 -1.209521 0.2333 0.2591 -0.0767 0.16
F -1.145147 2.323902 0.774482 -0.1474 -0.3043 0.1884 0.13
C 1.305763 -0.700953 -4.936551 0.8293 -0.1795 -0.8473 -0.22
C 0.937583 -1.974144 -4.221051 1.1285 -1.0125 0.3319 -0.24
O -0.426586 -2.107315 -3.914616 0.1897 0.2545 -0.0296 -0.13
O 0.894946 0.448304 -4.249112 -0.0927 -0.1354 -0.0211 -0.09
H 0.992775 -0.722331 -5.989288 -0.9488 0.2958 0.3104 0.14
H 2.388408 -0.693764 -5.108606 0.0929 -0.1010 0.5572 0.14
H 1.549514 -2.068552 -3.305800 -0.1988 0.4830 0.0819 0.12
H 1.298115 -2.832596 -4.808220 -0.2356 0.2182 -0.3386 0.14
H -0.494984 -2.996065 -3.542255 -0.7848 0.0439 -0.0730 0.07
H 1.662610 0.781821 -3.760507 -0.3925 0.3816 0.1178 0.10
C -4.830302 1.849962 -1.643921 -1.1699 1.4518 0.7502 -0.24
C -4.184807 3.246414 -1.592061 0.6242 -0.6648 0.2136 -0.21
O -3.158861 3.311277 -2.543493 -0.5673 0.3061 -0.0704 -0.09
O -3.980988 0.855454 -1.130342 0.3521 -0.2199 -0.3612 -0.11
H -5.221238 1.590110 -2.628082 0.6036 -0.0082 -0.3016 0.13
H -5.755062 1.988389 -1.071048 0.0902 -0.4205 0.3613 0.13
H -3.721677 3.361770 -0.594765 -0.1165 -0.2624 0.1523 0.13
H -4.882742 4.090081 -1.636631 -0.2268 -0.2032 -0.4853 0.14
H -2.943809 4.252826 -2.720256 0.3959 -0.1800 -0.3620 0.07
H -4.261473 0.548695 -0.263928 -0.1143 0.0725 -0.0601 0.10
C -0.629174 6.307368 -1.217123 0.7001 0.7542 0.7068 -0.21
C -2.113488 6.298875 -1.429637 -0.7539 0.7701 -1.5858 -0.18
O -2.342380 5.950148 -2.807869 -0.5618 -0.9954 0.5325 -0.05
O -0.041115 7.461990 -1.804372 -0.3098 -0.4499 0.3517 0.01
H -0.090035 5.436836 -1.598656 -0.4811 -0.3194 -0.1359 0.11
H -0.455056 6.340120 -0.126979 0.0220 -0.0167 0.1203 0.14
H -2.637709 7.250342 -1.306993 0.7361 0.3539 0.4950 0.14
H -2.673798 5.642181 -0.764254 0.4028 -0.5709 -0.1840 0.11
H -2.351628 6.721197 -3.381791 0.2193 0.0634 0.0490 0.12
H 0.894228 7.243256 -1.894505 0.0261 0.2311 -0.3282 0.11
C 2.334075 -0.113843 3.748397 0.7443 0.5604 -1.9989 -0.17
C 1.010457 -0.796895 3.430011 -0.8216 -1.4936 0.4837 -0.19
O 0.790713 -1.750212 4.467356 -0.3030 0.1945 0.1642 0.00
O 3.475306 -0.915979 3.656965 -0.2314 0.0572 1.9214 0.02
H 2.214643 0.358342 4.719730 0.5256 -0.0253 0.0895 0.15
H 2.496618 0.575657 2.910139 -0.6311 0.8716 0.2215 0.13
H 0.965240 -1.310091 2.462918 0.7146 0.2013 0.0918 0.09
H 0.115577 -0.167522 3.426086 0.4322 0.4329 0.0751 0.11
H 1.614147 -1.929690 4.937327 0.0912 -0.2719 -0.2212 0.11
H 3.735705 -1.119139 2.748220 -0.5031 -0.3043 -0.2630 0.06
C -1.889533 -2.899452 3.104286 -1.3281 0.7139 -0.7565 -0.17
C -1.544828 -3.664786 4.401882 -0.7715 -0.5786 2.2660 -0.18
O -2.631658 -4.495909 4.725378 0.4182 -0.3773 -0.1955 0.03
O -2.998885 -2.054516 3.297461 0.0944 -0.6473 0.2048 0.03
H -2.337333 -3.614207 2.413895 0.5907 -0.5006 -0.0112 0.15
H -1.034872 -2.410682 2.644693 0.0854 0.1204 0.4833 0.08
H -1.404431 -3.022839 5.281139 0.0217 0.8450 -0.6031 0.13
H -0.641950 -4.276392 4.436813 -0.0091 -0.1113 -1.1403 0.14
H -3.325997 -3.989885 5.164185 -0.0035 0.1039 -0.1080 0.12
H -2.842799 -1.133736 3.545861 0.6754 0.3895 0.1258 0.07
C 4.888700 1.210244 0.874611 1.1875 0.7930 1.5191 -0.19
C 5.662430 1.304920 -0.445219 -0.3181 -1.4206 -0.2036 -0.18
O 6.281074 0.046623 -0.721098 -0.4002 -0.0558 0.0334 -0.04
O 5.840742 1.097202 1.954174 -0.1062 -0.0043 -0.1489 -0.04
H 4.209366 0.373883 1.040966 -0.3217 -0.0347 -1.1079 0.10
H 4.392482 2.159070 1.082693 -0.2276 -0.0575 -0.2377 0.13
H 6.442511 2.062654 -0.426744 -0.3017 0.3840 0.3102 0.13
H 4.946992 1.477158 -1.247804 0.1007 0.0915 -0.1074 0.12
H 6.985037 -0.122987 -0.085138 0.2101 0.2571 -0.1742 0.09
H 6.156679 0.187795 1.980922 0.0608 0.0457 0.1625 0.07
C 5.426527 -3.786220 1.468403 -0.2021 0.9771 -0.6978 -0.20
C 3.923434 -3.684875 1.198921 0.7337 -1.2814 0.2020 -0.19
O 3.367789 -2.452613 1.635839 -0.0478 -0.2456 -0.5002 -0.07
O 6.061715 -2.850032 0.599844 0.6232 -0.2654 0.0695 -0.06
H 5.800965 -4.764396 1.173524 -0.2171 -0.0796 -0.1593 0.13
H 5.746914 -3.652184 2.503100 -0.3824 0.2020 0.1820 0.12
H 3.446824 -4.563308 1.649501 -0.3196 0.2625 0.2969 0.13
H 3.794508 -3.797985 0.121179 -0.0033 0.1643 -0.0854 0.13
H 2.632484 -2.273817 1.030141 0.3020 0.2471 0.2720 0.06
H 5.860467 -1.942772 0.844053 -0.2721 -0.0761 0.0177 0.05
C -2.502692 -6.169787 -2.620623 -0.4865 1.7475 -0.7119 -0.21
C -3.305512 -5.121205 -3.420777 -1.0355 -0.2832 -0.9693 -0.23
O -2.567765 -3.936104 -3.625996 1.7049 0.0785 0.6954 -0.09
O -2.120368 -5.558929 -1.387374 -0.1106 -0.3554 -0.2411 -0.07
H -1.629710 -6.451458 -3.219188 0.0200 -0.1561 0.2204 0.12
H -3.172489 -7.018849 -2.485613 0.2331 -0.0993 0.3014 0.12
H -4.240509 -4.849841 -2.913550 0.0941 -0.3736 0.1985 0.13
H -3.571290 -5.489148 -4.422635 -0.0499 -0.4537 0.3247 0.12
H -3.054949 -3.192249 -3.976984 -0.4835 -0.1731 -0.0219 0.09
H -2.212458 -4.614521 -1.568201 0.2076 0.0720 0.2760 0.05
C -2.008736 1.947424 3.715171 -0.3294 -0.1477 1.2191 -0.20
C -2.439725 2.218758 5.168340 -0.2245 -0.7677 -0.3407 -0.23
O -3.846386 2.139351 5.303251 0.0158 0.5776 0.0253 -0.05
O -2.661456 0.735446 3.328160 0.2119 -0.3237 -0.6007 -0.10
H -0.930149 1.773797 3.691994 0.0638 0.4743 -0.2069 0.11
H -2.346490 2.769068 3.084630 0.2375 0.0063 -0.1455 0.12
H -2.101286 3.191977 5.514676 -0.1432 0.1470 -0.1418 0.13
H -1.995875 1.472454 5.834415 0.2701 -0.1098 -0.0689 0.12
H -4.162319 1.335473 4.878289 0.1515 -0.0237 -0.0503 0.08
H -2.322778 0.491425 2.447536 -0.1825 0.1031 0.1796 0.05


13
Properties=species:S:1:pos:R:3:forces:R:3:lowdin_charge:R:1 method="wB97M-V/def2-TZVPD" relative_energy_kcal_mol=72.12 smiles="C=CO.CO" homo_energy_ev=-8.221 spin_multiplicity=1
C -2.014892 -0.174222 -0.756382 0.8042 -0.1127 -1.0716 -0.02
C -1.734373 0.269377 0.470079 -1.0672 0.2786 0.5961 -0.30
O -0.528708 0.633235 0.953492 -0.2850 0.9183 0.2131 -0.03
H -2.688261 -1.011339 -0.833597 -1.2792 0.7619 -0.3718 0.04
H -1.525485 0.201439 -1.666467 0.7311 -1.0442 0.5462 0.05
H -2.637363 0.553233 1.065934 1.0272 -1.0828 0.6572 0.12
H 0.108353 -0.110733 0.942321 -0.2147 0.4626 -0.4513 0.07
C 1.863230 -0.039569 -0.921350 -2.4480 1.7913 -0.8816 -0.15
O 1.741034 -0.544094 0.401111 0.7804 -0.2126 -0.5349 -0.13
H 2.354352 0.950028 -0.993824 0.7162 -0.8216 0.2466 0.09
H 2.143561 -0.767455 -1.684060 0.4563 -0.0011 0.3177 0.08
H 0.829822 0.314727 -1.218836 0.8658 -0.8329 0.3748 0.07
H 2.615982 -0.855723 0.646362 -0.0872 -0.1048 0.3595 0.09


48
Properties=species:S:1:pos:R:3:forces:R:3:lowdin_charge:R:1 method="wB97M-V/def2-TZVPD" total_charge=+1 homo_energy_ev=-12.022 spin_multiplicity=1
C -0.973100 -2.313036 -1.724639 0.0167 0.2759 0.4994 -0.05
C -0.563319 -2.196444 -0.267542 -0.2979 -0.1040 -0.6737 -0.25
O 0.838297 -1.953162 -0.136885 0.2213 0.0161 -0.0226 -0.13
C 1.102266 -0.824679 0.647801 0.6180 -0.2114 0.1066 -0.15
C 0.971041 0.436531 -0.181718 -1.1909 0.3316 0.9966 -0.23
C 0.332558 1.674717 0.416823 0.7992 0.6471 -0.8055 -0.16
C 0.520725 2.711298 -0.753749 -0.4792 -1.3258 0.6174 -0.59
I -1.380510 2.878967 -1.743994 0.4670 0.2801 -0.0719 0.98
C 1.656509 2.097507 -1.638007 -1.5049 1.4479 -0.0777 -0.31
F 1.133610 1.536984 -2.752726 0.0712 -0.3307 -0.0849 0.01
N 2.222679 0.992714 -0.809772 0.1617 -1.6364 -0.4939 -0.09
C 3.212520 1.379889 0.261997 0.5209 0.5377 -0.4165 -0.04
C 3.635469 2.845320 0.268916 0.1169 -0.2169 0.4286 -0.15
F 4.175192 3.047269 1.516210 0.1255 0.0280 0.2287 0.00
C 2.808000 -0.087487 -1.694626 0.6578 0.0802 -0.0488 0.03
C 3.877861 0.472924 -2.611113 -0.3129 1.1272 -2.8327 -0.38
O 3.721271 0.905655 -3.732466 0.6146 -1.1414 3.0254 0.20
F 5.083578 0.452315 -2.005029 -0.2715 0.0879 -0.2836 0.12
H -1.926467 -2.822370 -1.766021 -0.2072 -0.2249 -0.1868 0.08
H -0.232104 -2.857988 -2.288995 0.1256 -0.2433 -0.2465 0.08
H -1.125543 -1.327933 -2.152691 0.1144 0.1950 -0.2948 0.07
H -0.806971 -3.118185 0.243339 0.0741 -0.2473 0.3362 0.12
H -1.119610 -1.385111 0.185328 -0.1431 0.0045 0.2928 0.08
H 0.424686 -0.758832 1.490394 -0.2692 0.0959 0.2382 0.14
H 2.098860 -0.959391 1.059869 0.2451 0.0755 0.1043 0.14
H 0.279623 0.161159 -0.969631 0.2343 -0.0383 -0.6291 0.14
H 0.838917 2.097549 1.276937 0.0909 -0.3114 0.4505 0.13
H -0.692504 1.461224 0.658644 -0.4048 0.0205 0.2162 0.08
H 0.804622 3.651815 -0.317678 -0.0668 0.5402 -0.3426 0.07
H 2.374507 2.829580 -1.979555 0.5581 -0.0147 0.2094 0.17
H 2.850338 1.121860 1.243256 -0.4549 -0.0377 0.1404 0.14
H 4.103311 0.800449 0.088110 0.2155 -0.2615 0.0281 0.13
H 2.815949 3.542415 0.160514 -0.1565 0.1809 -0.1605 0.11
H 4.423878 3.026060 -0.449598 0.0354 0.2176 -0.3754 0.14
H 2.034417 -0.573521 -2.259920 -0.3535 0.1287 -0.2664 0.15
H 3.270922 -0.834612 -1.069019 -0.0374 -0.1370 0.4090 0.15
C -3.556347 -0.382508 1.489933 -0.1191 0.1579 0.0024 -0.33
O -2.341441 -0.323315 1.637511 0.2144 0.1159 -0.0529 -0.03
N -4.322386 -1.384342 1.922547 -0.1160 -0.1055 -0.0039 -0.18
C -5.762073 -1.397878 1.721644 0.1086 -0.1139 0.0854 -0.04
C -3.694866 -2.496506 2.622894 0.0862 0.1285 -0.0321 -0.02
H -4.123159 0.411552 0.979993 0.0129 0.0029 -0.0091 0.14
H -6.273356 -1.429585 2.684024 -0.0519 0.0081 -0.0212 0.10
H -6.050204 -2.272992 1.138278 -0.0535 0.0173 -0.0032 0.09
H -6.071862 -0.502372 1.188961 0.0221 0.0298 -0.0112 0.09
H -3.183493 -2.136296 3.514983 0.0086 -0.0376 0.0178 0.10
H -2.958832 -2.978200 1.979356 0.0023 -0.0420 0.0255 0.08
H -4.453459 -3.219008 2.907113 -0.0480 0.0030 -0.0113 0.09


39
Properties=species:S:1:pos:R:3:forces:R:3:lowdin_charge:R:1 method="wB97M-V/def2-TZVPD" relative_energy_kcal_mol=0.00 total_charge=+4 homo_energy_ev="-21.741 / -21.738" spin_multiplicity=1
Sn 0.401018 -0.478661 -0.683410 -0.0322 0.1378 0.0106 1.32
C -0.550756 4.615440 -0.397066 -0.0245 0.0248 -0.0782 0.03
C -0.605037 3.130446 -0.525996 -0.0339 -0.0086 0.0289 -0.15
N 0.467789 2.330077 -0.424021 0.1971 0.0383 -0.0352 0.06
N 1.645001 2.894756 -0.307756 -0.1148 -0.0706 -0.0145 0.06
C 2.806463 2.133164 -0.154664 -0.0511 0.0174 -0.0811 -0.71
N 3.920687 2.810717 -0.083785 -0.0437 -0.0561 -0.0097 0.22
S 2.792947 0.441147 -0.049376 -0.0123 -0.1226 0.1347 0.66
C -1.830641 2.439556 -0.795422 0.0865 0.0344 0.0462 -0.17
C -2.999979 3.164619 -1.125592 -0.0889 0.0152 -0.0090 0.11
C -4.170606 2.487645 -1.435394 -0.0127 0.0379 -0.0088 0.05
C -4.149285 1.108888 -1.386131 -0.0641 0.0595 -0.0057 0.10
C -2.939467 0.446911 -1.032825 0.0812 -0.0677 0.0321 -0.06
N -1.822583 1.071263 -0.757588 0.0541 -0.1380 0.0049 -0.01
H 0.314000 4.980554 0.154166 -0.0202 -0.0018 0.0552 0.10
H -1.422352 4.984448 0.141325 0.0067 0.0122 -0.0062 0.12
H -0.547336 5.086740 -1.386858 0.0207 -0.0028 0.0001 0.14
H 1.729133 3.909505 -0.353686 0.0051 0.0203 -0.0048 0.17
H 3.982457 3.822043 -0.154707 -0.0158 0.0172 0.0184 0.17
H 4.804342 2.323307 0.035327 0.0091 -0.0092 -0.0139 0.16
H -2.984746 4.245469 -1.156067 0.0033 0.0058 0.0020 0.14
H -5.070278 3.026930 -1.705285 0.0091 0.0026 0.0051 0.16
H -5.031219 0.521757 -1.612657 0.0017 -0.0135 0.0065 0.15
H -2.927818 -0.637262 -0.989935 -0.0246 -0.0020 -0.0184 0.13
O 0.259869 -1.305465 1.616472 0.0419 -0.0475 0.0839 -0.24
C 0.379381 -2.600891 2.235294 0.0258 0.0045 -0.0707 -0.10
C 0.771985 -3.665438 1.276083 0.0304 0.0350 0.0382 -0.16
C 0.931504 -5.002942 1.809404 -0.0068 -0.0506 -0.0256 0.13
C 1.357372 -6.018767 0.984302 0.0117 -0.0871 0.0349 0.05
C 1.604187 -5.698279 -0.342675 -0.0138 -0.0562 0.0498 0.13
C 1.390194 -4.346325 -0.793724 -0.0176 0.0605 -0.0373 0.04
N 0.990127 -3.356595 0.000099 0.0322 0.1525 -0.0439 0.08
H 0.196092 -0.662863 2.341013 -0.0148 0.0439 -0.0958 0.14
H -0.566790 -2.873351 2.721133 0.0098 -0.0391 -0.0242 0.18
H 1.147196 -2.569091 3.021006 -0.0303 0.0252 0.0228 0.18
H 0.722026 -5.181224 2.859353 0.0019 -0.0027 -0.0014 0.16
H 1.496830 -7.027407 1.356301 -0.0027 0.0250 -0.0075 0.16
H 1.948356 -6.438702 -1.056849 -0.0072 0.0014 -0.0009 0.16
H 1.559942 -4.112118 -1.839824 0.0038 0.0045 0.0186 0.15


20
Properties=species:S:1:pos:R:3:forces:R:3:lowdin_charge:R:1 method="wB97M-V/def2-TZVPD" relative_energy_kcal_mol=22.00 smiles=CCN.CNC homo_energy_ev=-8.184 spin_multiplicity=1
C 1.013709 2.445253 -0.242667 -0.3207 0.6829 0.2508 -0.11
C 1.945348 1.440086 -0.913882 -0.5159 -0.0474 -0.4633 -0.34
N 2.772233 2.112298 -1.943430 -0.0313 -0.0251 0.9558 -0.03
H 1.007486 3.427988 -0.730297 0.1112 -0.2330 -0.2369 0.07
H -0.021327 2.112916 -0.244764 -0.0805 -0.1517 0.0061 0.06
H 1.255111 2.692007 0.790446 0.2318 -0.2839 0.0730 0.06
H 2.491580 0.902240 -0.133761 0.5036 0.2218 -0.3496 0.10
H 1.328900 0.687088 -1.411212 -0.1405 -0.1684 0.1477 0.09
H 3.042959 1.468212 -2.673142 -0.0099 0.0111 -0.0378 0.05
H 2.168077 2.821705 -2.337838 0.2392 -0.0196 -0.3405 0.05
C -1.438694 -2.352644 2.125345 0.6685 -0.1726 -0.2190 -0.15
N -1.631147 -2.566940 0.714319 0.5246 -0.2005 0.8443 -0.21
C -2.005072 -1.435550 -0.048631 -0.6619 -0.1759 -0.7925 -0.17
H -0.777876 -1.489711 2.297075 -0.3100 0.1511 -0.0578 0.07
H -2.373699 -2.208867 2.673961 -0.0471 0.0636 0.1032 0.07
H -0.871885 -3.170705 2.571962 -0.3019 -0.2390 -0.0306 0.07
H -1.522749 -3.481750 0.333167 -0.0446 0.0360 -0.1636 0.10
H -2.968458 -1.055718 0.319239 0.1347 0.4335 -0.0761 0.08
H -2.170239 -1.698449 -1.100854 0.0770 -0.0754 0.2021 0.08
H -1.244259 -0.649458 -0.045035 -0.0265 0.1925 0.1848 0.06